This record from the Open Molecules 2025 dataset describes a 8-piece molecular cluster, C29H81N9O8 overall at a distorted geometry. The level of theory is ωB97M-V/def2-TZVPD.

Geometry (Å):
C  2.7929  1.4347  1.5227
O  2.9748  2.4830  0.8846
N  1.5768  0.8892  1.7896
N  3.8774  0.6789  2.0758
H  1.5721  0.0472  2.3220
H  0.7383  1.4863  1.6248
H  3.6759  -0.2794  2.2676
H  4.8223  0.9361  1.8012
C  -5.3050  -6.3427  -0.7317
C  -4.8089  -5.2539  -1.6906
C  -5.5061  -3.9579  -1.5343
O  -6.8302  -4.0526  -2.1195
C  -7.6026  -2.9513  -1.7439
N  -3.3153  -5.1502  -1.5415
H  -4.7630  -7.2708  -0.9259
H  -6.3841  -6.4944  -0.7864
H  -5.0768  -6.1237  0.3248
H  -5.0105  -5.6390  -2.6879
H  -5.0257  -3.1813  -2.2279
H  -5.4875  -3.5817  -0.4614
H  -8.5664  -2.9237  -2.3001
H  -7.0886  -1.9821  -1.8458
H  -7.8211  -3.0124  -0.6801
H  -3.0941  -4.6323  -0.6915
H  -2.8965  -4.6202  -2.3286
C  -3.2577  6.5364  3.2665
C  -3.7954  5.4709  2.3237
C  -2.9655  5.4751  1.0222
O  -3.2440  6.6317  0.2411
C  -2.3903  6.7232  -0.8456
N  -3.5213  4.1225  2.8765
H  -3.0229  7.4605  2.7352
H  -2.3149  6.0481  3.6484
H  -3.8370  6.8316  4.1746
H  -4.8250  5.5870  2.0959
H  -3.1798  4.5692  0.3972
H  -1.8677  5.4402  1.3464
H  -1.4171  6.2932  -0.6187
H  -2.3416  7.7492  -1.1262
H  -2.7765  6.1747  -1.7161
H  -3.4591  4.2704  3.8644
H  -4.3153  3.5159  2.6654
C  6.7203  1.5215  -0.4236
C  7.0507  2.9554  -0.6162
C  5.7859  3.8019  -0.4257
O  4.7812  3.6418  -1.4726
C  3.8305  4.6175  -1.3288
N  8.0436  3.3764  0.3645
H  5.8284  1.2788  -0.9442
H  6.4673  1.2225  0.5537
H  7.5372  0.8714  -0.7741
H  7.4200  3.1437  -1.6451
H  6.1174  4.8636  -0.3969
H  5.3766  3.4901  0.5355
H  4.3150  5.6346  -1.2132
H  3.2282  4.5809  -0.4333
H  3.2035  4.6360  -2.2372
H  8.5879  4.1416  0.0062
H  8.7488  2.6688  0.5866
C  3.3564  -2.6064  0.0215
C  2.0924  -2.8396  0.8958
C  1.6077  -4.3184  0.8198
O  1.6269  -4.8602  -0.4953
C  0.6037  -4.3520  -1.2406
N  2.3305  -2.3648  2.2519
H  4.1548  -3.2894  0.3253
H  3.7360  -1.6244  0.2897
H  3.1370  -2.6774  -1.0010
H  1.3216  -2.1747  0.4586
H  0.5677  -4.3839  1.1918
H  2.2839  -4.8897  1.4140
H  -0.4014  -4.7566  -0.9509
H  0.7180  -4.6502  -2.2908
H  0.5462  -3.2330  -1.1198
H  1.5491  -2.5285  2.8372
H  2.9623  -2.9550  2.7436
C  -2.8296  -0.6673  3.5377
C  -1.7344  -1.7027  3.5390
C  -2.2988  -3.0577  3.8273
O  -1.2121  -3.9702  3.9567
C  -1.5932  -5.3261  4.0022
N  -0.9557  -1.5486  2.3695
H  -3.4930  -0.5443  4.3039
H  -3.5398  -0.9668  2.7815
H  -2.3380  0.2759  3.2479
H  -1.0309  -1.4202  4.3276
H  -2.9809  -3.3473  2.9953
H  -2.8394  -3.0821  4.7899
H  -0.7092  -5.7906  3.4919
H  -2.5169  -5.5658  3.4891
H  -1.6430  -5.7422  5.0478
H  -1.5268  -1.0417  1.6715
H  -0.6434  -2.3860  1.9244
C  4.1467  -0.4479  -3.5867
C  3.2408  0.7566  -3.8135
C  2.0848  0.6983  -2.7723
O  1.4047  -0.5550  -2.7416
C  0.6893  -0.8273  -3.9221
N  3.8197  2.0856  -3.6661
H  5.0923  -0.5050  -4.1665
H  3.5466  -1.3722  -3.8110
H  4.4445  -0.5508  -2.4600
H  2.7924  0.5865  -4.7207
H  1.4801  1.4876  -3.1104
H  2.3222  1.0668  -1.7135
H  0.2670  -1.8571  -3.7998
H  1.3802  -0.7308  -4.7873
H  -0.1596  -0.0931  -4.0117
H  4.1721  2.2663  -2.7148
H  4.5414  2.2276  -4.3328
C  -0.3116  2.6719  -1.3057
C  -1.3509  1.8613  -0.5851
C  -1.2054  0.3885  -1.0576
O  -2.2376  -0.3237  -0.3783
C  -2.1094  -1.6448  -0.8604
N  -1.1962  1.9511  0.8999
H  0.6357  2.2670  -0.9108
H  -0.3165  3.7676  -1.0487
H  -0.2315  2.5253  -2.4598
H  -2.3152  2.1810  -1.0151
H  -0.1385  -0.0097  -0.9109
H  -1.3593  0.3222  -2.1380
H  -1.6654  -2.3256  -0.1047
H  -1.3675  -1.5869  -1.6249
H  -3.0144  -2.0942  -1.1998
H  -1.3797  2.9200  1.2108
H  -1.9691  1.4284  1.3631

Properties
SMILES string = COC[C@H](C)N.COC[C@H](C)N.COC[C@H](C)N.COC[C@H](C)N.COC[C@H](C)N.COC[C@H](C)N.COC[C@H](C)N.NC(N)=O
E = -61172.9521 eV
LUMO level = 0.43 eV
2S+1 = 1
HOMO energy = -8.7579 eV
Orbital gap = 9.19 eV